Density functional theory data (wB97M-V/def2-TZVPD) for C36H32FP2Y as an isolated structure at a distorted geometry.

XYZ file:
```
72
Properties=species:S:1:pos:R:3:forces:R:3:mulliken_charge:R:1
C 0.68832 -1.62799 -2.16818 -0.144 -0.022 0.831 -0.662
C -0.30045 -2.08976 -1.25474 0.190 0.118 -0.114 0.484
C -1.63381 -2.15251 -1.70002 0.308 0.093 0.578 -0.320
C -1.96465 -1.77299 -2.99545 0.086 0.404 -0.628 -0.733
C -0.98021 -1.30232 -3.87884 -0.270 -0.224 0.141 -0.674
C 0.34574 -1.23826 -3.44774 0.107 -0.171 -0.123 -0.622
P 0.10533 -2.25958 0.54238 -0.664 -0.296 0.031 0.897
C -1.23112 -3.24703 1.31337 0.257 -0.022 -0.016 0.518
C -2.21969 -2.66811 2.15086 0.177 -0.239 -0.691 -0.534
C -3.32775 -3.43752 2.51525 0.173 -0.167 -0.099 -0.838
C -3.42535 -4.77107 2.09615 0.136 0.186 -0.138 -0.541
C -2.40895 -5.34701 1.32409 0.200 -0.095 0.114 -0.599
C -1.28454 -4.60149 0.96709 -0.604 0.187 0.116 -0.557
Y -1.24607 0.09691 0.73020 0.035 -0.134 1.922 1.079
P 0.12825 2.43435 0.09765 -0.874 0.654 2.527 0.747
C -1.38931 2.48896 -0.90906 -0.336 0.770 -0.608 1.004
C -1.34568 2.88224 -2.26141 0.167 -0.402 0.495 -0.929
C -2.41716 2.61948 -3.10478 -0.492 0.063 -0.159 -0.626
C -3.58358 2.02201 -2.61176 0.150 -0.085 -0.290 -0.626
C -3.68823 1.68655 -1.26293 -0.040 0.205 0.368 -0.783
C -2.63394 1.96831 -0.38232 0.673 0.169 -0.349 -0.749
C -0.13121 3.43858 1.56777 -0.432 0.956 0.576 0.698
C 0.62826 3.20746 2.73844 -0.483 0.009 -0.394 -0.446
C 0.34912 3.93145 3.89911 0.096 0.050 -0.148 -0.723
C -0.67455 4.88681 3.90354 -0.231 -0.014 -0.273 -0.451
C -1.44462 5.10950 2.74719 0.189 -0.022 0.389 -0.712
C -1.16081 4.40315 1.58208 0.195 -0.338 -0.052 -0.401
C 1.78840 2.70902 -0.52076 0.316 0.127 -1.174 0.686
C 2.80236 1.74858 -0.28751 -0.437 0.392 -0.347 -0.183
C 4.06704 1.92608 -0.84960 0.060 0.232 -0.010 -0.722
C 4.33937 3.05997 -1.63324 -0.401 -0.212 -0.104 -0.481
C 3.33173 4.00879 -1.86789 0.145 -0.063 -0.012 -0.738
C 2.06368 3.84677 -1.30699 0.337 -0.478 0.088 -0.302
C 1.67468 -3.07843 0.68604 0.687 -0.212 0.174 0.513
C 2.15549 -3.86814 -0.36683 0.060 0.091 0.198 -0.106
C 3.42712 -4.42267 -0.28246 0.269 -0.062 0.225 -0.799
C 4.21303 -4.22197 0.86079 -0.446 0.153 -0.078 -0.537
C 3.70305 -3.47212 1.93245 0.235 -0.226 -0.047 -0.672
C 2.44135 -2.89497 1.85668 -0.165 -0.071 -0.549 -0.623
H 1.39363 2.42920 2.73741 -0.140 0.260 0.076 0.388
H 0.93484 3.74331 4.80791 -0.300 0.114 -0.454 0.388
H -0.88926 5.45509 4.81572 0.092 -0.281 -0.407 0.392
H -2.27078 5.82853 2.76001 0.426 -0.239 0.011 0.414
H -1.74481 4.56889 0.66840 0.192 0.079 0.448 0.418
H -0.46415 3.42376 -2.61649 -0.259 -0.450 -0.048 0.328
H -2.35594 2.89997 -4.16165 -0.079 -0.039 0.454 0.476
H -4.42944 1.85194 -3.28422 0.355 -0.038 0.274 0.467
H -4.60212 1.22982 -0.86974 0.228 0.369 -0.174 0.481
H -2.81435 1.90886 0.72409 0.054 0.271 -0.812 0.981
H 2.58554 0.86125 0.30822 0.157 0.159 -0.084 0.352
H 4.84212 1.16693 -0.70037 -0.317 0.359 0.020 0.430
H 5.31936 3.16824 -2.11658 -0.483 0.000 0.334 0.390
H 3.52874 4.86288 -2.52514 -0.049 -0.314 0.382 0.409
H 1.28329 4.58171 -1.48979 0.168 -0.042 0.030 0.488
H 1.53641 -4.03809 -1.24715 0.226 0.029 0.156 0.466
H 3.80881 -5.01468 -1.11269 -0.072 0.098 0.222 0.426
H 5.21383 -4.65710 0.91638 -0.371 0.168 0.017 0.424
H 4.30483 -3.34564 2.83295 -0.180 -0.005 -0.248 0.433
H 2.03641 -2.30901 2.68165 0.176 -0.091 -0.140 0.445
H -2.11598 -1.65249 2.56700 0.058 -0.424 -0.128 0.741
H -4.10695 -2.99201 3.12792 0.143 -0.166 -0.017 0.457
H -4.29096 -5.37106 2.38262 0.259 0.224 -0.102 0.405
H -2.47217 -6.38706 0.99711 -0.064 0.299 0.244 0.431
H -0.44925 -5.04653 0.42293 -0.372 0.044 0.010 0.391
H -2.40508 -2.53275 -1.02518 0.109 -0.007 -0.203 0.416
H -3.00672 -1.84725 -3.30076 0.253 0.023 -0.095 0.495
H -1.21478 -1.01341 -4.90832 -0.093 -0.135 0.471 0.453
H 1.15558 -0.91794 -4.10308 -0.372 0.012 -0.005 0.460
H 1.73764 -1.54720 -1.86170 -0.423 -0.114 -0.024 0.429
H 0.20905 0.38893 -0.57117 2.708 -1.334 0.799 0.702
H 0.69434 0.04029 0.04666 -0.766 -0.104 -2.267 -0.677
F -0.71229 0.26154 2.67845 -0.496 -0.030 -1.111 -0.637
```
Positions in Å, forces in eV/Å.

The spin multiplicity is 1. Its LUMO energy is -6.6 eV. The HOMO energy comes out at -13.575 eV. As for the total charge: +2. Its HOMO-LUMO gap is 6.99 eV. The molar mass comes out at 634.50 g mol⁻¹. Its total energy is -60174.9501 eV.

Density functional theory data (wB97M-V/def2-TZVPD) for a 9-piece molecular cluster, C36H52F16O10S6 overall at a distorted geometry.

XYZ file:
```
120
Properties=species:S:1:pos:R:3:forces:R:3:mulliken_charge:R:1
C -4.11446 -0.52152 1.98255 -1.628 -0.797 -1.846 -0.871
C -3.97224 0.37605 3.18435 1.651 -2.599 2.204 1.224
C -3.90794 1.81499 2.78679 -2.676 0.221 -0.532 -0.228
F -3.39265 2.73018 3.56518 0.080 0.616 2.669 -0.333
F -3.19466 1.91298 1.72226 2.250 -0.549 -3.585 0.038
F -4.93355 0.07327 4.07860 -0.966 0.887 -0.143 -0.338
F -2.83745 -0.01487 3.87286 0.421 0.469 -0.418 -0.264
O -4.53807 -1.83353 2.34456 -0.629 -2.560 1.583 -0.433
C -5.47553 -2.59974 1.58830 0.867 1.572 1.693 0.945
C -6.02542 -3.95751 2.15336 2.885 -2.175 0.783 0.243
F -6.27266 -3.90109 3.44888 -0.092 1.081 1.535 -0.245
F -7.13156 -4.55075 1.64959 0.198 1.303 -1.283 -0.271
F -6.58788 -1.93448 1.47457 -1.847 2.168 -1.206 -0.264
F -4.87028 -2.77728 0.42434 -0.283 -0.700 -1.562 -0.290
H -3.20210 -0.58555 1.38959 0.069 0.299 0.250 0.179
H -4.93789 -0.14719 1.37431 0.220 0.640 -0.325 0.591
H -4.91940 2.04711 2.45337 -0.619 0.540 0.640 0.226
H -5.19703 -4.65710 2.04184 0.050 -0.375 -0.322 0.115
C 2.19416 -4.47022 8.15498 1.003 0.944 0.833 -0.983
C 1.75392 -5.77095 8.85272 2.719 -0.658 -1.627 1.035
C 1.78219 -6.99005 7.87481 -0.972 3.692 -4.798 0.230
F 2.93898 -7.49772 7.48072 2.701 0.445 0.931 -0.267
F 1.02971 -7.97368 8.05299 -3.869 -5.806 4.524 -0.290
F 2.62417 -6.09264 9.85114 0.627 0.480 0.201 -0.318
F 0.63547 -5.51478 9.43389 -3.088 -0.446 0.784 -0.273
O 1.56574 -4.13027 6.92129 0.980 0.177 -0.739 -0.325
C 2.11543 -3.00443 6.31081 1.378 -3.292 -1.767 0.988
C 1.58414 -2.83634 4.88724 2.458 -0.926 -2.218 0.278
F 1.46927 -3.98400 4.15664 1.019 -0.277 0.446 -0.313
F 0.41270 -2.33013 4.83288 -4.467 1.408 1.150 -0.284
F 1.79688 -1.89558 6.84138 -0.690 2.904 2.711 -0.276
F 3.54215 -3.02030 6.28454 -2.047 -0.464 0.025 -0.334
H 3.28242 -4.49290 8.09775 0.004 -0.107 -0.476 0.401
H 1.94017 -3.62888 8.79976 0.097 -0.337 0.716 0.421
H 1.27166 -6.79314 6.93211 0.764 2.917 -0.754 0.117
H 2.13788 -2.05990 4.35941 1.433 -0.538 0.008 0.196
C -0.96479 -4.66896 1.99779 -1.227 0.837 0.893 -0.627
S 0.20191 -4.29615 0.65862 -0.074 -2.581 -0.022 0.865
O 1.02520 -5.55916 0.66170 0.473 0.961 -0.143 -0.753
C -0.86902 -4.58669 -0.79886 -1.039 1.116 1.183 -0.906
H -0.91315 -5.65314 2.46342 0.586 -0.320 -0.861 0.389
H -2.00848 -4.50030 1.73254 -0.029 0.063 -0.361 0.046
H -0.80856 -4.01488 2.85563 0.346 0.385 -0.195 0.130
H -0.41425 -4.12237 -1.67390 0.321 -0.868 -0.078 0.305
H -1.80169 -4.03788 -0.66835 -0.127 0.342 0.172 0.142
H -1.18399 -5.62832 -0.73640 0.696 -0.123 -0.656 0.406
C 3.31402 -2.89070 -4.73025 0.183 -0.456 1.001 -1.051
S 2.57483 -1.57968 -3.72109 -0.685 1.612 0.332 0.550
O 2.45153 -1.81989 -2.23065 0.477 -0.575 -1.175 -0.630
C 3.89273 -0.31588 -3.86264 -0.148 0.073 0.187 -1.110
H 2.71043 -3.79035 -4.61025 -0.073 0.056 0.260 0.361
H 4.32391 -3.09763 -4.37612 0.088 -0.028 -0.359 0.346
H 3.22862 -2.62709 -5.78444 0.279 0.403 0.143 0.364
H 4.74223 -0.61067 -3.24657 0.163 -0.344 -0.341 0.407
H 3.56253 0.62583 -3.42418 -0.582 -0.210 0.147 0.265
H 4.13136 -0.05981 -4.89491 0.170 -0.489 -0.057 0.460
C -0.50537 -0.53044 -1.00250 0.104 1.356 0.837 -0.380
S 0.26232 0.36772 0.43924 -0.836 -0.276 0.904 0.460
O -0.84422 0.87779 1.37494 1.295 -0.911 -1.261 -0.439
C 1.09028 -1.05687 1.27494 -0.806 0.603 -0.590 -0.668
H 0.32105 -1.05072 -1.48670 -0.265 -0.281 -0.116 0.118
H -0.84335 0.32253 -1.59100 0.195 -0.018 -0.358 0.077
H -1.42993 -1.06092 -0.77475 0.421 -0.517 0.368 0.274
H 1.57634 -1.62961 0.48512 0.196 0.018 0.174 0.627
H 0.29508 -1.64384 1.73454 0.098 0.014 0.073 0.076
H 1.78695 -0.67293 2.02016 -0.008 0.066 -0.083 -0.016
C -4.09173 5.46498 -0.97627 -0.796 -0.207 -1.146 -1.029
S -4.17690 3.84562 -0.27901 -1.102 -2.864 -0.209 0.550
O -5.47448 3.16889 -0.73898 1.121 1.349 0.651 -0.679
C -2.91758 2.98720 -1.25951 1.291 0.620 1.368 -0.684
H -5.06779 5.85598 -0.68901 0.172 0.426 0.073 0.380
H -4.12489 5.28180 -2.05025 0.142 0.505 -0.174 0.306
H -3.25382 6.09041 -0.66831 -0.098 -0.278 0.131 0.334
H -3.12768 2.70144 -2.29018 -0.311 0.604 0.101 0.429
H -2.48722 2.14845 -0.71235 -0.845 -0.445 0.225 -0.069
H -2.08850 3.67032 -1.07488 0.420 0.359 -1.031 0.359
C 2.02920 2.13479 6.24241 1.279 0.490 -0.651 -1.108
S 1.95400 1.73813 4.48262 -0.887 -1.306 -0.124 0.604
O 2.96170 0.65718 4.17687 -0.827 0.381 0.188 -0.588
C 0.28789 0.95280 4.59587 -0.444 -0.212 0.630 -0.758
H 1.88019 1.43072 7.06106 -0.775 -0.373 -0.555 0.290
H 1.45629 3.06149 6.27578 0.087 -0.018 0.589 0.384
H 3.10282 2.31890 6.28183 0.084 0.688 0.319 0.387
H -0.05650 0.32380 3.77498 0.788 -0.076 -0.176 -0.016
H -0.56924 1.61636 4.71033 0.435 0.857 -0.099 0.441
H 0.30419 0.42911 5.55168 0.085 -0.533 -0.271 0.357
C 3.91380 1.67279 0.82243 1.065 -0.912 1.257 -0.982
S 5.56240 2.45644 0.58609 -0.101 -0.433 0.010 0.467
O 6.60708 1.36912 0.63128 -1.015 0.835 -0.420 -0.622
C 5.27311 2.93998 -1.18485 0.356 0.075 0.495 -0.794
H 3.14526 2.38325 1.12689 -0.285 0.173 -1.310 0.470
H 3.91076 1.08857 1.74264 0.956 0.185 0.655 0.296
H 3.82659 0.81235 0.15900 -0.772 0.720 -0.964 0.309
H 5.53234 2.06748 -1.78456 -0.427 -0.059 -0.049 0.168
H 5.91740 3.76199 -1.49675 0.354 -0.120 0.386 0.390
H 4.26262 3.33330 -1.29573 -0.153 -0.498 -0.025 0.287
C -0.73903 7.38323 -8.73250 1.630 -1.769 -0.339 -0.808
C 0.37756 7.02714 -9.53868 -1.507 1.126 0.550 -0.315
C 0.90385 5.71967 -9.55472 -1.060 0.302 1.238 -0.897
C 0.38681 4.79248 -8.59723 -0.184 -0.121 -0.686 0.502
C -0.66882 5.17970 -7.72740 3.066 -3.725 -0.917 0.035
C -1.16448 6.38780 -7.90521 -3.074 2.516 2.197 0.126
C -1.10771 4.26093 -6.61715 -2.855 2.566 2.373 0.382
O -1.99903 4.68375 -5.81798 2.419 -1.386 -2.170 -0.737
C -0.47672 2.95870 -6.40283 1.015 -0.607 -1.410 0.653
C -0.76562 2.17908 -5.26596 0.633 0.590 0.379 -0.659
C -0.22475 0.94679 -5.11493 0.457 -2.242 -1.656 -0.256
C 0.47427 0.32488 -6.16506 0.632 1.652 -1.790 -0.632
C 0.85158 1.07369 -7.34081 -1.402 1.616 1.897 -0.928
C 0.39448 2.47320 -7.45528 -0.157 -2.363 1.337 0.167
C 0.78161 3.33985 -8.63055 2.016 -0.709 -3.338 0.504
O 1.40664 2.90538 -9.66640 -2.195 1.040 4.138 -0.646
H -1.23492 8.33355 -8.60064 0.410 0.254 -0.671 0.407
H 0.65333 7.92042 -10.07941 1.067 -0.612 -0.841 0.354
H 1.67439 5.43003 -10.25385 0.039 -0.085 0.119 0.465
H -1.94113 6.60017 -7.18541 -0.428 0.342 0.000 0.427
H -1.25832 2.40294 -4.33133 -0.732 1.412 -0.612 0.419
H -0.50901 0.32746 -4.27707 0.188 0.100 0.289 0.407
H 0.73520 -0.72181 -6.11269 0.165 0.002 0.115 0.575
H 1.48741 0.63046 -8.09291 -0.130 0.098 -0.174 0.459
```
Positions in Å, forces in eV/Å.

The spin multiplicity is 1. Its LUMO energy is -1.7 eV. The HOMO energy comes out at -8.855 eV. Its energy above the lowest of the compared OMol25 structures with the same formula, charge and spin is 139.8 kcal/mol. As for the total charge: 0. Its HOMO-LUMO gap is 7.14 eV. The molar mass comes out at 1141.17 g mol⁻¹. Its total energy is -167129.6683 eV.

Density functional theory data (wB97M-V/def2-TZVPD) for C14H14HfNO4S as an isolated structure at a distorted geometry.

XYZ file:
```
35
Properties=species:S:1:pos:R:3:forces:R:3:nbo_charge:R:1
Hf 0.00000 0.00000 0.00000 1.054 -0.769 1.048 1.983
C -1.71631 -0.84164 6.88838 -1.320 -0.263 -0.574 -0.244
O -0.38742 -0.52890 6.68945 1.942 0.386 0.781 -0.503
C 0.20768 -0.31533 5.48658 -1.315 -0.233 -0.938 0.340
C 1.55799 -0.00939 5.46397 0.845 0.204 -0.191 -0.312
C 2.22093 0.21954 4.26002 -1.317 -0.324 0.486 -0.138
C 1.56838 0.15576 2.99741 1.311 0.316 -0.447 -0.278
C 2.41572 0.42969 1.74161 1.916 -0.049 7.367 0.438
C 3.89503 0.76108 1.77402 0.560 0.114 0.365 -0.685
O 1.97370 0.40337 0.63047 -4.431 -0.643 -5.746 -0.706
C 0.16084 -0.16487 3.04721 1.094 0.166 1.000 0.429
O -0.61194 -0.26949 1.99255 0.193 0.138 -3.013 -0.853
C -0.48256 -0.39085 4.27310 0.462 0.070 0.768 -0.391
H -1.90286 -0.95548 7.97592 0.341 0.121 -0.675 0.199
H -1.96484 -1.80000 6.38443 -0.109 0.468 0.215 0.174
H -2.36463 -0.02678 6.50147 0.105 -0.490 0.150 0.174
H 2.10832 0.05321 6.39529 -0.073 -0.016 -0.020 0.220
H 3.26051 0.44622 4.37680 0.360 0.102 -0.383 0.208
H 4.38802 0.80761 2.75305 -0.380 -0.068 -0.224 0.213
H 4.05226 1.75214 1.29796 -0.105 -0.550 0.101 0.223
H 4.44722 0.00034 1.18233 -0.349 0.441 0.164 0.227
H -1.53866 -0.62853 4.26651 0.050 0.021 -0.187 0.224
O -2.04382 -0.38413 -0.68692 0.414 1.607 -1.890 -0.634
N -2.19217 0.28496 -1.90729 -0.503 -0.132 -0.204 -0.009
C -3.16729 -0.20650 -2.75054 1.331 1.780 -0.537 0.077
C -3.40138 0.40752 -4.03028 -0.438 -2.024 2.311 -0.259
C -2.65666 1.46341 -4.38746 2.415 1.885 1.112 -0.139
C -1.63467 1.96729 -3.48650 -1.775 -0.499 -2.077 -0.242
C -1.37730 1.41630 -2.26220 -0.553 -0.682 0.559 0.039
S -0.06699 2.17782 -1.27618 -1.489 -1.459 -0.256 -0.246
H -3.72794 -1.05919 -2.39671 0.204 0.059 0.207 0.245
H -4.17120 -0.00158 -4.66522 -0.053 -0.084 0.033 0.238
H -2.78827 1.96347 -5.33501 -0.027 -0.001 -0.066 0.230
H -1.06057 2.82196 -3.82141 0.056 -0.096 0.222 0.243
H 0.67542 -1.40785 -1.18775 -0.418 0.507 0.538 -0.487
```
Positions in Å, forces in eV/Å.

The spin multiplicity is 2. Its LUMO energy (spin up / spin down) is -0.7 / -0.7 eV. The HOMO energy (spin up / spin down) comes out at -4.844 / -7.925 eV. As for the total charge: 0. Its HOMO-LUMO gap (spin up / spin down) is 4.16 / 7.27 eV. The molar mass comes out at 470.83 g mol⁻¹. Its total energy is -36565.4483 eV.